{
  "formula": "C38H90Hg2N8O12",
  "method": "ωB97M-V with the def2-TZVPD basis set",
  "elements": ["Hg", "Hg", "C", "C", "C", "O", "C", "C", "C", "O", "O", "O", "H", "H", "C", "C", "C", "O", "C", "N", "H", "H", "H", "H", "H", "H", "H", "H", "H", "H", "H", "C", "C", "C", "O", "C", "N", "H", "H", "H", "H", "H", "H", "H", "H", "H", "H", "H", "C", "C", "C", "O", "C", "N", "H", "H", "H", "H", "H", "H", "H", "H", "H", "H", "H", "C", "C", "C", "O", "C", "N", "H", "H", "H", "H", "H", "H", "H", "H", "H", "H", "H", "C", "C", "C", "O", "C", "N", "H", "H", "H", "H", "H", "H", "H", "H", "H", "H", "H", "C", "C", "C", "O", "C", "N", "H", "H", "H", "H", "H", "H", "H", "H", "H", "H", "H", "C", "C", "C", "O", "C", "N", "H", "H", "H", "H", "H", "H", "H", "H", "H", "H", "H", "C", "C", "C", "O", "C", "N", "H", "H", "H", "H", "H", "H", "H", "H", "H", "H", "H"],
  "positions_angstrom": [[-0.692, 0.736, 5.007], [2.157, 0.063, -3.115], [1.284, 1.382, 1.126], [0.354, 1.238, 2.183], [-0.834, 0.223, 1.991], [-1.446, -0.104, 3.023], [-1.048, -0.346, 0.699], [-0.233, -0.008, -0.370], [1.060, 0.799, -0.095], [1.924, 1.023, -1.012], [-0.507, -0.411, -1.527], [0.455, 1.827, 3.292], [2.123, 2.042, 1.302], [-1.980, -0.888, 0.636], [0.426, 4.922, -2.858], [0.008, 4.784, -1.408], [-0.941, 3.627, -1.123], [-2.299, 3.942, -1.311], [-2.842, 3.443, -2.533], [1.303, 4.616, -0.678], [-0.397, 5.141, -3.543], [0.955, 4.010, -3.156], [1.148, 5.712, -3.079], [-0.420, 5.693, -0.979], [-0.776, 3.244, -0.109], [-0.678, 2.744, -1.728], [-2.800, 2.360, -2.385], [-2.198, 3.734, -3.367], [-3.836, 3.876, -2.586], [1.176, 3.822, -0.051], [1.996, 4.276, -1.335], [-2.342, 3.454, 6.947], [-1.674, 3.715, 5.592], [-0.151, 3.753, 5.701], [0.239, 2.521, 6.286], [1.178, 2.647, 7.344], [-2.100, 2.552, 4.748], [-2.285, 2.431, 7.320], [-3.412, 3.607, 6.769], [-2.070, 4.130, 7.756], [-2.092, 4.603, 5.114], [0.190, 4.609, 6.282], [0.221, 3.923, 4.685], [2.137, 3.039, 7.007], [1.278, 1.729, 7.922], [0.894, 3.332, 8.153], [-2.128, 2.915, 3.794], [-3.093, 2.447, 4.952], [2.980, -2.571, 4.389], [1.689, -1.895, 3.963], [0.473, -2.790, 4.336], [0.478, -3.887, 3.469], [-0.220, -3.722, 2.267], [1.663, -0.625, 4.719], [3.186, -3.392, 3.688], [2.926, -3.034, 5.374], [3.880, -1.968, 4.253], [1.649, -1.689, 2.891], [-0.502, -2.291, 4.302], [0.672, -3.156, 5.346], [-1.075, -3.045, 2.361], [-0.545, -4.666, 1.833], [0.442, -3.261, 1.518], [2.508, -0.087, 4.523], [1.967, -0.929, 5.650], [-0.133, -2.472, -6.319], [0.858, -2.086, -5.257], [2.244, -1.807, -5.776], [3.147, -1.520, -4.731], [4.525, -1.482, -5.136], [0.388, -0.922, -4.464], [-0.071, -1.815, -7.194], [-1.168, -2.309, -6.008], [-0.137, -3.509, -6.652], [0.962, -2.843, -4.471], [2.212, -0.941, -6.450], [2.572, -2.715, -6.290], [4.644, -1.220, -6.186], [4.926, -2.474, -4.920], [5.057, -0.784, -4.497], [0.128, -0.284, -5.232], [-0.589, -1.151, -4.229], [-5.603, -3.049, -1.289], [-4.777, -4.095, -0.523], [-4.244, -5.214, -1.395], [-5.395, -5.867, -1.924], [-5.012, -6.752, -2.973], [-3.663, -3.429, 0.166], [-5.935, -2.202, -0.687], [-6.517, -3.498, -1.678], [-4.941, -2.649, -2.065], [-5.472, -4.579, 0.167], [-3.668, -5.917, -0.789], [-3.628, -4.749, -2.177], [-4.492, -6.163, -3.738], [-5.943, -6.954, -3.514], [-4.524, -7.687, -2.705], [-4.033, -2.953, 0.975], [-3.152, -2.816, -0.454], [-3.252, 0.608, -4.689], [-3.794, -0.777, -4.379], [-4.465, -1.305, -5.629], [-5.847, -1.041, -5.779], [-6.721, -1.895, -5.099], [-2.662, -1.592, -3.908], [-2.580, 0.938, -3.893], [-4.074, 1.319, -4.755], [-2.653, 0.599, -5.601], [-4.515, -0.777, -3.554], [-4.366, -2.403, -5.641], [-3.952, -0.983, -6.535], [-7.742, -1.526, -5.007], [-6.401, -2.252, -4.115], [-6.861, -2.791, -5.722], [-2.963, -2.543, -3.706], [-2.266, -1.268, -3.027], [3.055, -3.757, -0.545], [3.014, -2.304, -1.035], [4.323, -1.807, -1.599], [4.261, -0.488, -2.156], [5.415, 0.347, -1.934], [1.919, -2.183, -2.035], [2.034, -4.100, -0.381], [3.568, -3.805, 0.416], [3.492, -4.413, -1.299], [2.730, -1.643, -0.210], [4.661, -2.501, -2.375], [5.058, -1.783, -0.793], [5.261, 1.083, -1.151], [5.643, 0.818, -2.891], [6.276, -0.301, -1.767], [1.902, -3.062, -2.548], [1.021, -2.187, -1.552], [5.533, 4.416, 4.951], [4.119, 3.835, 5.161], [3.249, 3.682, 3.918], [2.699, 4.990, 3.734], [2.031, 5.189, 2.500], [4.406, 2.499, 5.707], [5.354, 5.273, 4.293], [6.207, 3.758, 4.409], [5.875, 4.751, 5.924], [3.486, 4.419, 5.831], [2.402, 3.034, 4.166], [3.791, 3.294, 3.048], [2.818, 5.337, 1.758], [1.406, 6.079, 2.549], [1.384, 4.349, 2.227], [5.133, 2.004, 5.211], [3.626, 1.851, 5.754]],
  "mulliken_charge": [1.16, 1.78, -0.99, 0.01, 0.63, -1.04, -0.81, -0.17, 1.54, -1.24, -0.64, -0.06, 0.84, 0.39, -1.42, 0.49, 0.65, -0.51, -0.42, -0.46, 0.35, 0.18, 0.40, 0.26, -0.23, -0.11, 0.11, 0.25, 0.33, -0.13, 0.30, -1.57, 0.23, -0.18, -0.10, -1.02, -0.58, 0.34, 0.47, 0.39, 0.51, 0.73, -0.40, 0.22, 0.33, 0.36, 0.17, 0.27, -1.63, 1.34, -0.70, -0.42, -0.35, -0.28, 0.39, 0.41, 0.48, -0.87, 0.38, 0.36, 0.25, 0.35, -0.07, 0.10, 0.37, -1.37, 0.63, -0.95, -0.13, -0.79, 0.25, 0.38, 0.22, 0.44, -0.10, 0.47, 0.42, 0.47, 0.28, 0.05, 0.37, -0.51, -0.94, 0.00, -0.46, -0.32, -0.76, -0.38, 0.38, 0.44, -0.18, 0.46, 0.42, 0.07, 0.30, 0.29, 0.28, 0.25, 0.09, -1.41, 0.96, -0.93, -0.40, -0.45, -0.18, -0.07, 0.51, 0.29, 0.29, 0.51, 0.31, 0.29, 0.02, 0.33, 0.05, -0.09, -1.67, 1.30, -1.27, -0.03, -1.06, 0.04, 0.41, 0.41, 0.46, -0.43, 0.16, 0.70, 0.21, 0.36, 0.44, 0.23, -0.12, -1.51, 0.14, 0.94, -0.43, -0.58, -0.53, 0.31, 0.42, 0.39, 0.26, -0.83, 0.31, 0.38, 0.39, -0.04, 0.31, 0.06],
  "spin_multiplicity": 1,
  "charge": 2,
  "relative_energy_kcal_mol": 18.5,
  "e_lumo_ev": -6.13,
  "gap_ev": 6.50
}


{
  "formula": "C38H90Li4N6O18",
  "method": "ωB97M-V with the def2-TZVPD basis set",
  "elements": ["Li", "Li", "Li", "Li", "C", "O", "O", "O", "C", "O", "O", "O", "C", "O", "C", "C", "N", "C", "C", "O", "C", "H", "H", "H", "H", "H", "H", "H", "H", "H", "H", "H", "H", "H", "H", "H", "C", "O", "C", "C", "N", "C", "C", "O", "C", "H", "H", "H", "H", "H", "H", "H", "H", "H", "H", "H", "H", "H", "H", "H", "C", "O", "C", "C", "N", "C", "C", "O", "C", "H", "H", "H", "H", "H", "H", "H", "H", "H", "H", "H", "H", "H", "H", "H", "C", "O", "C", "C", "N", "C", "C", "O", "C", "H", "H", "H", "H", "H", "H", "H", "H", "H", "H", "H", "H", "H", "H", "H", "C", "O", "C", "C", "N", "C", "C", "O", "C", "H", "H", "H", "H", "H", "H", "H", "H", "H", "H", "H", "H", "H", "H", "H", "C", "O", "C", "C", "N", "C", "C", "O", "C", "H", "H", "H", "H", "H", "H", "H", "H", "H", "H", "H", "H", "H", "H", "H"],
  "positions_angstrom": [[2.890, -0.922, 1.848], [-0.440, -1.880, 3.792], [1.343, -3.438, -2.625], [-1.460, -0.721, -3.808], [1.903, -2.768, -5.846], [2.202, -2.570, -7.023], [0.858, -2.269, -5.458], [2.621, -3.439, -5.109], [0.032, -1.567, -0.180], [-0.689, -1.867, -1.123], [-0.285, -1.059, 0.861], [1.229, -1.822, -0.340], [-7.377, -2.000, -1.181], [-7.186, -0.685, -0.851], [-6.124, -0.558, 0.051], [-5.859, 0.941, 0.465], [-4.843, 1.016, 1.515], [-4.659, 2.399, 1.944], [-5.860, 2.920, 2.745], [-5.560, 4.171, 3.220], [-6.629, 4.600, 4.175], [-8.274, -2.198, -1.768], [-7.403, -2.622, -0.286], [-6.592, -2.379, -1.835], [-5.182, -0.987, -0.292], [-6.303, -1.070, 0.996], [-6.851, 1.262, 0.785], [-5.611, 1.620, -0.350], [-4.038, 0.456, 1.269], [-4.468, 3.020, 1.069], [-3.802, 2.414, 2.617], [-6.043, 2.201, 3.544], [-6.800, 2.953, 2.195], [-6.796, 3.955, 5.038], [-7.569, 4.654, 3.626], [-6.406, 5.632, 4.447], [9.226, 5.281, 2.325], [8.761, 4.723, 1.082], [9.020, 5.565, -0.014], [7.890, 6.660, -0.260], [6.650, 6.070, -0.672], [6.545, 5.419, -1.973], [5.045, 5.079, -2.254], [4.579, 3.894, -1.649], [4.720, 2.744, -2.394], [8.949, 4.564, 3.098], [8.608, 6.145, 2.570], [10.283, 5.536, 2.402], [9.076, 4.911, -0.884], [10.025, 5.981, 0.046], [8.206, 7.380, -1.015], [7.778, 7.276, 0.632], [6.476, 5.387, 0.052], [7.094, 4.482, -2.066], [6.878, 6.193, -2.664], [4.718, 5.145, -3.292], [4.495, 5.903, -1.799], [4.406, 1.803, -1.942], [5.793, 2.609, -2.537], [4.286, 2.789, -3.393], [-3.407, -2.672, -9.081], [-2.668, -2.600, -7.933], [-3.403, -2.798, -6.700], [-4.219, -1.532, -6.224], [-3.411, -0.386, -5.809], [-4.223, 0.647, -5.183], [-3.354, 1.762, -4.686], [-2.264, 1.217, -3.881], [-1.443, 2.117, -3.109], [-2.717, -3.137, -9.784], [-3.636, -1.693, -9.502], [-4.282, -3.306, -8.942], [-2.722, -3.098, -5.903], [-4.156, -3.583, -6.772], [-4.759, -1.914, -5.358], [-4.839, -1.299, -7.090], [-3.047, 0.072, -6.632], [-4.760, 0.106, -4.404], [-4.954, 1.091, -5.859], [-3.928, 2.503, -4.129], [-2.955, 2.307, -5.542], [-2.098, 2.807, -2.576], [-0.799, 2.618, -3.832], [-0.751, 1.661, -2.401], [-3.806, -7.261, -0.382], [-2.503, -7.473, -0.902], [-2.196, -6.624, -2.023], [-0.841, -6.951, -2.751], [0.306, -6.428, -1.956], [1.488, -7.237, -2.045], [2.545, -6.800, -1.028], [2.059, -6.978, 0.274], [2.833, -6.389, 1.412], [-4.044, -8.015, 0.368], [-4.588, -7.264, -1.142], [-3.825, -6.337, 0.197], [-2.366, -5.571, -1.797], [-2.950, -6.955, -2.737], [-0.980, -6.568, -3.762], [-0.700, -8.026, -2.860], [0.103, -6.459, -0.967], [1.771, -7.053, -3.082], [1.211, -8.276, -1.867], [2.742, -5.747, -1.230], [3.450, -7.373, -1.231], [3.198, -5.400, 1.134], [3.654, -7.016, 1.759], [2.248, -6.318, 2.328], [5.878, -0.854, 0.249], [5.358, -0.054, 1.368], [5.805, 1.269, 1.288], [4.874, 2.160, 2.179], [3.538, 2.129, 1.633], [2.634, 2.804, 2.542], [2.689, 4.337, 2.435], [3.957, 4.875, 2.912], [3.993, 6.265, 2.893], [5.530, -1.876, 0.401], [6.961, -0.959, 0.305], [5.640, -0.516, -0.760], [5.855, 1.683, 0.281], [6.802, 1.426, 1.700], [5.314, 3.156, 2.224], [4.899, 1.723, 3.177], [3.612, 2.607, 0.746], [2.729, 2.320, 3.514], [1.671, 2.509, 2.124], [1.954, 4.649, 3.177], [2.413, 4.748, 1.464], [4.965, 6.692, 3.142], [3.407, 6.771, 3.661], [3.682, 6.755, 1.970], [-2.181, 3.062, 6.071], [-1.352, 1.890, 5.852], [-1.463, 0.985, 6.940], [-2.747, 0.013, 6.714], [-2.508, -0.768, 5.477], [-3.382, -1.959, 5.518], [-3.186, -2.877, 4.304], [-1.849, -3.371, 4.237], [-1.550, -4.392, 3.316], [-3.221, 2.776, 6.229], [-2.094, 3.641, 5.151], [-1.810, 3.626, 6.927], [-1.515, 1.423, 7.937], [-0.522, 0.434, 6.926], [-3.651, 0.619, 6.755], [-2.769, -0.641, 7.586], [-2.954, -0.204, 4.768], [-4.390, -1.555, 5.433], [-3.189, -2.461, 6.466], [-3.288, -2.348, 3.357], [-3.876, -3.721, 4.307], [-2.017, -5.357, 3.514], [-0.491, -4.629, 3.418], [-1.643, -4.106, 2.269]],
  "mulliken_charge": [0.62, 0.68, 0.67, 0.66, 0.66, -0.75, -0.64, -0.77, 0.72, -0.76, -0.87, -0.64, -0.69, -0.35, -0.61, -0.59, -0.05, -0.70, -0.28, -0.36, -0.79, 0.29, 0.31, 0.24, 0.40, 0.32, 0.22, 0.32, 0.23, 0.24, 0.35, 0.26, 0.32, 0.31, 0.34, 0.28, -0.81, -0.26, -0.45, -0.85, -0.13, -0.32, -0.86, -0.16, -0.84, 0.26, 0.32, 0.31, 0.30, 0.41, 0.41, 0.31, 0.07, 0.20, 0.42, 0.45, 0.32, 0.22, 0.30, 0.37, -0.77, -0.33, -0.57, -0.67, -0.03, -0.68, -0.63, -0.19, -0.76, 0.23, 0.23, 0.38, 0.27, 0.46, 0.36, 0.31, 0.17, 0.38, 0.32, 0.43, 0.39, 0.27, 0.34, 0.24, -0.70, -0.33, -0.68, -0.69, -0.13, -0.85, -0.39, -0.34, -0.66, 0.27, 0.30, 0.24, 0.45, 0.48, 0.34, 0.34, 0.21, 0.42, 0.42, 0.19, 0.41, 0.23, 0.31, 0.23, -0.79, -0.22, -0.50, -0.67, -0.04, -0.82, -0.65, -0.24, -0.89, 0.27, 0.34, 0.29, 0.14, 0.42, 0.33, 0.39, 0.14, 0.45, 0.34, 0.42, 0.41, 0.28, 0.33, 0.35, -0.74, -0.20, -0.62, -0.72, -0.08, -0.66, -0.60, -0.27, -0.95, 0.26, 0.22, 0.34, 0.39, 0.28, 0.33, 0.45, 0.12, 0.39, 0.42, 0.31, 0.39, 0.33, 0.27, 0.45],
  "spin_multiplicity": 1,
  "charge": 0,
  "relative_energy_kcal_mol": 257.4,
  "e_lumo_ev": -1.50,
  "gap_ev": 1.46
}